[1]
C4H11NO3 | ωB97M-V with the def2-TZVPD basis set

Structure (XYZ):
```
19
Properties=species:S:1:pos:R:3:forces:R:3
O -0.662 -1.646 -1.079 0.507 -0.196 -0.442
C -0.371 -0.725 -0.273 -2.092 -1.175 0.077
N -1.333 0.206 0.033 0.463 0.397 -0.610
C -0.879 1.457 0.624 0.386 -0.112 -0.321
O 0.442 1.587 0.592 0.632 -0.664 0.542
C 0.144 -1.383 1.155 0.867 -0.758 0.022
C 1.418 -2.181 0.924 -0.587 0.495 0.677
H -2.025 0.277 -0.707 -0.557 -0.094 0.455
H -1.445 2.221 0.080 -0.220 0.346 0.298
H -1.119 1.413 1.705 -0.684 0.229 0.049
H 0.732 1.744 -0.879 0.220 0.824 -0.548
H 0.211 -0.558 1.847 0.169 0.113 0.117
H -0.642 -2.090 1.433 -0.226 0.527 -0.279
H 2.290 -1.565 1.042 0.480 0.350 -0.461
H 1.495 -2.924 1.702 -0.089 -0.403 0.311
H 1.354 -2.704 -0.016 0.212 -0.057 -0.409
H 1.365 2.494 -2.150 -0.030 -0.059 0.179
H 0.540 -0.135 -0.647 0.583 0.623 0.660
O 0.637 1.935 -1.863 -0.034 -0.386 -0.318
```
Forces are in eV/Å.

The calculation puts the molecular weight at 121.1 g mol⁻¹. As for the relative energy (zero: lowest compared OMol25 entry of this formula, charge and spin): 652.0 kJ/mol. Its highest occupied orbital energy is -0.3320 Ha. As for the total energy: -439.2776 Ha.

=====

[2]
C4H11NO3 | ωB97M-V with the def2-TZVPD basis set

Structure (XYZ):
```
19
Properties=species:S:1:pos:R:3:forces:R:3
O -0.002 1.666 1.168 -0.045 0.381 -2.644
C -0.031 1.948 -0.036 -1.206 0.506 1.677
O -1.226 2.333 -0.637 0.320 -0.791 2.337
C 1.148 2.080 -0.942 1.035 -1.095 -0.021
H -1.876 2.279 0.143 1.035 0.107 -1.615
H 1.157 3.024 -1.431 -0.398 0.820 -0.496
H 1.241 1.301 -1.734 -0.437 0.408 0.658
H 2.071 2.056 -0.354 -0.325 -0.260 0.062
C 0.076 -1.735 -0.618 -0.501 -0.670 -0.402
O -0.693 -2.775 -1.305 0.625 1.006 -0.410
C -0.202 -1.941 0.852 1.514 -0.854 1.742
N 0.880 -1.268 1.647 -0.552 -0.279 -0.799
H 1.160 -1.813 -0.846 -0.616 -0.054 0.228
H -0.273 -0.707 -0.860 0.108 -0.560 -0.327
H -0.543 -2.724 -2.269 -0.049 0.110 0.798
H -1.216 -1.629 1.111 -0.046 0.186 -0.092
H -0.122 -3.023 1.165 -0.163 0.933 -0.817
H 0.868 -1.528 2.622 -0.203 -0.066 -0.006
H 0.800 -0.264 1.589 -0.097 0.173 0.128
```
Forces are in eV/Å.

The calculation puts the molecular weight at 121.1 g mol⁻¹. As for the relative energy (zero: lowest compared OMol25 entry of this formula, charge and spin): 134.9 kJ/mol. As for the SMILES: CC(=O)O.NCCO. Its highest occupied orbital energy is -0.3321 Ha. As for the total energy: -439.4745 Ha.

=====

- relative energy (zero: lowest compared OMol25 entry of this formula, charge and spin) of number 2 (C4H11NO3)?
  134.9 kJ/mol

=====

- Which formula does entry 1 have?
  C4H11NO3

=====

- relative energy (zero: lowest compared OMol25 entry of this formula, charge and spin) of number 1 (C4H11NO3)?
  652.0 kJ/mol